Below is C25H50ClNP2RuSeSi2 as an isolated structure in a non-equilibrium geometry, with properties calculated with wB97M-V/def2-TZVPD.

Last column: Mulliken charge in e.
Positions of all 83 atoms, in Å:
Ru  -0.1375  0.1694  0.0377  0.145
C  -1.1594  -0.2128  2.3392  0.780
C  -1.4940  0.9566  1.3938  -1.689
C  -2.3921  0.4435  0.3902  0.493
Si  -1.1755  2.7273  1.9354  -0.384
C  -2.7210  -0.9202  0.7079  -0.221
C  -1.9514  -1.3854  1.7579  -0.683
Si  -1.4265  -3.1545  2.0903  -0.128
H  -1.3702  -0.0143  3.4034  0.635
H  -2.9104  1.0614  -0.3398  0.522
H  -3.4669  -1.5004  0.1713  0.586
Cl  2.7349  -0.0389  -4.0510  -0.265
C  -1.1177  -3.4231  3.9077  -1.329
C  -2.7122  -4.3431  1.4546  -1.017
C  -0.8536  2.8030  3.7808  -1.147
C  -2.6220  3.8279  1.5166  -1.173
H  -3.7102  -3.9293  1.6568  0.386
H  -2.6008  -5.2781  2.0224  0.372
H  -2.6317  -4.5712  0.3849  0.268
H  -0.1779  -2.9554  4.2272  0.347
H  -1.0671  -4.5010  4.1139  0.362
H  -1.9450  -2.9908  4.4864  0.354
H  -3.5569  3.2759  1.6860  0.401
H  -2.6185  4.2198  0.4934  0.291
H  -2.5864  4.6746  2.2178  0.390
H  -1.5349  2.1262  4.3125  0.360
H  -1.0566  3.8336  4.1053  0.399
H  0.1849  2.5414  4.0215  0.271
C  0.2103  -3.2370  1.1218  -1.013
C  0.4121  3.2436  1.0589  -0.703
P  0.3113  -2.1234  -0.3415  -0.582
H  0.3979  -4.2828  0.8341  0.885
H  1.0221  -2.9302  1.8033  0.421
P  0.5276  2.2898  -0.4928  -0.524
H  1.2714  2.9747  1.6971  0.342
H  0.4122  4.3297  0.8840  0.915
C  2.2248  2.7783  -1.1106  1.162
C  -0.8636  3.0599  -1.5091  2.065
C  -1.0286  -2.8681  -1.4332  1.944
C  2.0328  -2.5128  -0.9581  1.509
C  3.0642  -1.7429  -0.1187  -1.259
H  2.0486  -2.1187  -1.9850  0.234
C  2.4100  -3.9944  -1.0002  -1.552
H  2.4050  -4.4369  0.0028  0.291
H  3.4309  -4.0720  -1.3969  0.493
H  1.7618  -4.5838  -1.6534  0.297
H  3.9208  -1.4619  -0.7507  0.389
H  3.4449  -2.3729  0.6992  0.424
H  2.6667  -0.8254  0.3434  -0.185
H  -1.8891  -2.9121  -0.7453  -0.702
C  -0.7510  -4.2909  -1.9234  -2.011
C  -1.4181  -1.9582  -2.5949  -1.963
H  -0.4809  -4.9876  -1.1203  0.345
H  0.0318  -4.3020  -2.6914  0.473
H  -1.6666  -4.6787  -2.3932  0.439
H  -1.5893  -0.9237  -2.2645  0.074
H  -2.3590  -2.3273  -3.0316  0.519
H  -0.6633  -1.9746  -3.3928  0.387
H  -1.7167  3.0348  -0.8110  -0.703
C  -1.2447  2.2345  -2.7342  -1.956
C  -0.6219  4.5180  -1.9007  -1.969
H  -0.3545  5.1620  -1.0541  0.283
H  -1.5498  4.9181  -2.3332  0.460
H  0.1504  4.5959  -2.6752  0.448
H  -1.3940  1.1737  -2.4908  0.237
H  -0.4964  2.3297  -3.5331  0.444
H  -2.1962  2.6216  -3.1311  0.495
C  3.3338  2.0142  -0.3665  -0.808
C  2.4985  4.2843  -1.0302  -1.521
H  2.2364  2.4650  -2.1664  0.371
H  2.3707  4.6612  -0.0082  0.256
H  1.8704  4.8697  -1.7059  0.281
H  3.5427  4.4532  -1.3232  0.540
H  3.0608  1.7726  0.6766  -0.071
H  4.2386  2.6398  -0.3229  0.475
H  3.6122  1.0834  -0.8791  0.047
C  1.4689  0.0918  -2.6830  2.512
H  1.9866  0.0593  -1.7166  -0.836
H  0.9551  1.0401  -2.8668  -0.553
H  0.7707  -0.7371  -2.8285  -0.728
Se  2.7050  0.8541  3.2657  -0.022
C  1.2612  0.1060  2.6989  0.002
N  0.2909  -0.4456  2.1586  -0.124

Values from the calculation:
Spin multiplicity: 5
Electronic energy (eV): -143007.779
Expectation value of S²: 6.03


Below is a 3-piece molecular cluster, C25H50F3O9P overall, with properties calculated with wB97M-V/def2-TZVPD.

Last column: Mulliken charge in e.
Positions of all 88 atoms, in Å:
C  1.4491  -0.6594  -0.6598  -0.426
C  0.7094  -1.7908  -1.3523  -0.259
O  -0.4077  -2.2702  -0.6011  -0.397
C  -1.5326  -1.4294  -0.5829  -0.927
C  -2.5445  -1.7631  -1.6846  -0.481
O  -1.8612  -1.9059  -2.9531  -0.440
C  -1.9297  -0.7435  -3.6411  0.081
O  -1.3709  -0.5935  -4.6757  -0.620
C  -2.8076  0.2290  -2.8907  -0.904
C  -3.6320  -0.6815  -1.9624  2.094
C  -4.8452  -1.3664  -2.6588  -1.057
C  -4.9382  -1.3458  -4.1908  -1.190
C  -5.4992  -0.0757  -4.8115  0.822
F  -4.7644  0.3492  -5.8542  -0.291
F  -6.7605  -0.2662  -5.2627  -0.337
F  -5.5675  0.9603  -3.9357  -0.163
P  -4.0677  0.2087  -0.3740  0.270
C  -5.0831  -1.0994  0.4573  -1.317
C  -5.3997  1.3731  -0.8708  -0.734
C  -4.8083  2.7189  -1.3192  -1.119
H  2.2971  -0.3575  -1.2776  0.452
H  1.8229  -0.9706  0.3161  0.111
H  0.8212  0.2244  -0.5256  -0.140
H  1.3672  -2.6532  -1.4619  0.358
H  0.4053  -1.4944  -2.3598  0.223
H  -1.2538  -0.3717  -0.5788  0.385
H  -2.0378  -1.6217  0.3699  0.251
H  -2.9958  -2.7300  -1.4676  0.542
H  -3.3510  0.8780  -3.5703  0.287
H  -2.1358  0.8555  -2.2925  0.185
H  -4.8244  -2.4212  -2.3817  0.480
H  -5.7827  -0.9774  -2.2570  0.351
H  -3.9810  -1.5591  -4.6664  0.376
H  -5.6193  -2.1374  -4.5037  0.550
H  -4.9608  -0.9908  1.5355  0.403
H  -4.7408  -2.0997  0.1871  0.346
H  -6.1443  -1.0236  0.2154  0.386
H  -6.0824  0.9621  -1.6149  0.453
H  -5.9862  1.5082  0.0434  0.620
H  -3.8747  2.5827  -1.8677  0.092
H  -4.5955  3.3379  -0.4468  0.369
H  -5.4950  3.2693  -1.9632  0.337
C  -1.0056  3.4666  -0.7403  -0.640
O  -0.5120  4.3072  0.2742  -0.353
C  -0.1955  3.5853  1.4493  -0.223
C  0.5996  4.4427  2.4064  -0.652
O  1.9621  4.5827  2.0417  -0.423
C  2.2571  5.6006  1.0996  -0.387
C  2.4391  6.9651  1.7228  -0.603
O  1.1878  7.5311  2.0585  -0.240
C  1.3219  8.6884  2.8487  -0.762
H  -1.9172  2.9462  -0.4214  0.187
H  -1.2334  4.0865  -1.6059  0.347
H  -0.2563  2.7169  -1.0278  0.278
H  0.3905  2.6912  1.1962  0.119
H  -1.1199  3.2565  1.9460  0.400
H  0.6089  3.9351  3.3733  0.414
H  0.1199  5.4169  2.5274  0.288
H  1.4994  5.6438  0.3136  0.244
H  3.2102  5.3136  0.6506  0.373
H  2.9644  7.6148  1.0077  0.411
H  3.0641  6.8709  2.6207  0.347
H  1.8349  8.4691  3.7923  0.317
H  0.3206  9.0559  3.0639  0.229
H  1.8819  9.4712  2.3229  0.298
C  8.1642  -4.9288  0.7142  -0.762
O  6.7985  -5.0143  1.0441  -0.240
C  6.4817  -6.2233  1.7054  -0.619
C  5.0902  -6.1629  2.2919  -0.338
O  5.0115  -5.4047  3.4872  -0.422
C  4.8534  -4.0044  3.3301  -0.476
C  3.4169  -3.5775  3.1349  -0.543
O  2.9896  -3.8527  1.8169  -0.221
C  1.5992  -3.6840  1.6607  -0.758
H  8.4674  -5.7413  0.0428  0.297
H  8.3198  -3.9780  0.2086  0.228
H  8.7936  -4.9664  1.6110  0.317
H  7.2040  -6.4143  2.5101  0.346
H  6.5316  -7.0620  0.9958  0.405
H  4.8076  -7.1794  2.5737  0.372
H  4.3819  -5.7972  1.5447  0.215
H  5.4722  -3.6263  2.5128  0.273
H  5.2045  -3.5655  4.2663  0.384
H  3.3366  -2.4993  3.3386  0.401
H  2.7815  -4.1081  3.8568  0.322
H  1.0408  -4.3533  2.3261  0.389
H  1.3472  -3.9200  0.6298  0.142
H  1.2928  -2.6527  1.8699  0.298

Values from the calculation:
Electronic energy (eV): -62602.022
SMILES: CCOC[C@@H]1OC(=O)C[C@]1(CCC(F)(F)F)P(C)CC.COCCOCCOC.COCCOCCOC


Look up the electronic energy of the second one. -62602.022 eV


Look up the electronic energy of the second one. -62602.022 eV